--- P ---
61
Properties=species:S:1:pos:R:3 method="wB97M-V/def2-TZVPD" lumo_ev=0.5 mol_weight_g_mol=426.5 homo_energy_ev=-8.43 smiles="COc1cc(CN2CCNC(=O)[C@@H]2CC(=O)NCCc2ncccc2C)cc(OC)c1"
C 1.9005 4.3881 0.6445
H 1.1340 5.1371 0.8709
O 1.8132 3.2803 1.5058
C 0.6761 2.5318 1.4941
C -0.4383 2.7914 0.7012
C -1.5465 1.9604 0.7782
C -1.5537 0.8659 1.6303
C -0.4363 0.5928 2.4134
C 0.6715 1.4322 2.3419
H 1.5389 1.2286 2.9473
O -0.3296 -0.4507 3.2724
C -1.3435 -1.4359 3.2678
H -2.3046 -1.0210 3.5860
H -1.0205 -2.1856 3.9879
H -1.4403 -1.8976 2.2813
H -2.4254 0.2351 1.6519
C -2.7527 2.2372 -0.0853
N -3.2799 1.0053 -0.6498
C -4.5298 1.1430 -1.3566
C -4.3703 1.8833 -2.6909
N -3.2875 1.2825 -3.4375
C -2.2847 0.5532 -2.9234
O -1.3977 0.1012 -3.6328
C -2.3098 0.2605 -1.4284
C -2.5073 -1.2635 -1.2277
C -1.1941 -1.9245 -0.8284
O -1.0712 -2.5627 0.2021
N -0.2024 -1.7260 -1.7104
C 1.1596 -2.0848 -1.3953
H 1.7101 -2.2554 -2.3210
H 1.1312 -3.0138 -0.8201
C 1.8503 -0.9845 -0.5679
C 3.1624 -1.4859 -0.0403
N 4.2180 -1.2299 -0.7995
C 5.4063 -1.6687 -0.4249
C 5.6077 -2.3957 0.7353
C 4.5059 -2.6643 1.5309
C 3.2468 -2.2119 1.1556
C 2.0551 -2.4737 2.0200
H 1.2029 -2.8270 1.4443
H 1.7486 -1.5572 2.5241
H 2.2953 -3.2141 2.7800
H 4.6216 -3.2280 2.4469
H 6.5925 -2.7407 1.0109
H 6.2255 -1.4231 -1.0885
H 2.0321 -0.1180 -1.2045
H 1.1957 -0.6934 0.2547
H -0.3772 -1.1341 -2.5189
H -3.2301 -1.4246 -0.4282
H -2.8782 -1.7343 -2.1400
H -1.3176 0.5250 -1.0458
H -3.2330 1.4713 -4.4296
H -4.1610 2.9463 -2.5127
H -5.2909 1.8130 -3.2764
H -4.9106 0.1363 -1.5510
H -5.2471 1.6697 -0.7244
H -2.4789 2.9777 -0.8556
H -3.5467 2.6727 0.5316
H -0.4565 3.6320 0.0252
H 1.8195 4.0894 -0.4057
H 2.8851 4.8191 0.8187



--- Q ---
61
Properties=species:S:1:pos:R:3 method="wB97M-V/def2-TZVPD" lumo_ev=0.8 mol_weight_g_mol=426.5 homo_energy_ev=-8.35 smiles="COc1cccc(CN2CCNC(=O)[C@@H]2CC(=O)N(C)CCc2ccccn2)c1OC"
C 0.4770 4.9870 -5.9097
O -0.2479 4.3988 -4.8587
C -0.2180 3.0401 -4.7232
C 0.5418 2.1906 -5.5168
C 0.4949 0.8208 -5.3211
C -0.2994 0.2838 -4.3286
C -1.0560 1.1147 -3.5127
C -1.0240 2.4937 -3.7071
O -1.8474 3.2824 -2.9382
C -1.1950 4.1798 -2.0631
H -0.5578 4.8826 -2.6050
H -1.9869 4.7252 -1.5529
H -0.5985 3.6288 -1.3286
C -1.8904 0.5643 -2.3865
N -1.2534 0.8761 -1.1109
C -2.1541 0.8484 0.0203
C -2.7008 -0.5571 0.2892
N -1.6206 -1.5175 0.2226
C -0.4073 -1.3387 -0.3237
O 0.3992 -2.2529 -0.3829
C -0.0818 0.0566 -0.8599
C 0.9015 0.7784 0.1022
H 0.6014 1.8271 0.1382
C 0.8387 0.2380 1.5243
O -0.0579 0.5784 2.2844
N 1.8200 -0.5958 1.9234
C 2.8467 -1.1312 1.0548
H 2.4038 -1.6312 0.1919
H 3.4236 -1.8626 1.6150
H 3.5268 -0.3440 0.7203
C 1.7186 -1.1630 3.2519
H 1.1803 -0.4458 3.8767
H 2.7223 -1.3102 3.6569
C 0.9565 -2.4980 3.2361
C 0.8943 -3.0660 4.6206
N 1.8515 -3.9205 4.9579
C 1.8528 -4.4231 6.1798
C 0.9053 -4.1037 7.1389
C -0.0930 -3.2052 6.7931
C -0.0996 -2.6757 5.5151
H -0.8577 -1.9719 5.2066
H -0.8524 -2.9238 7.5089
H 0.9464 -4.5424 8.1237
H 2.6557 -5.1169 6.3950
H -0.0479 -2.3129 2.8537
H 1.4675 -3.1992 2.5763
H 1.9112 0.7184 -0.2931
H 0.4339 -0.0816 -1.8159
H -1.8109 -2.4535 0.5561
H -3.4698 -0.8231 -0.4494
H -3.1524 -0.5974 1.2844
H -1.5985 1.1815 0.8994
H -2.9765 1.5420 -0.1625
H -2.0386 -0.5174 -2.5337
H -2.8625 1.0608 -2.3961
H -0.3351 -0.7859 -4.1814
H 1.0862 0.1749 -5.9524
H 1.1682 2.5874 -6.2998
H 0.1499 4.6105 -6.8840
H 1.5542 4.8237 -5.7985
H 0.2678 6.0540 -5.8483



Relative energies, eV: P 0.000; Q 0.902.



--- P ---
47
Properties=species:S:1:pos:R:3 method="wB97M-V/def2-TZVPD" lumo_ev=0.3 mol_weight_g_mol=358.5 homo_energy_ev=-7.87
N -1.0442 1.1979 2.8668
C -0.6416 0.5156 2.0659
C -0.1497 -0.4629 1.0464
C -0.1026 -0.2056 -0.1529
N -0.4420 1.0713 -0.6565
C -0.4853 1.0438 -1.9893
O -0.1190 0.1257 -2.6374
C -0.8824 2.4243 -2.6118
C -0.1681 3.5438 -1.8643
C -0.8801 3.8438 -0.4802
C -2.1426 3.6917 -0.5053
C -2.8537 3.5993 -1.6577
H -4.0035 3.7457 -1.2686
H -2.9110 4.4891 -2.3393
C -2.4178 2.4844 -2.3954
C -3.3171 2.3270 -3.6299
O -2.9103 2.9922 -4.6142
O -4.5005 1.8045 -3.5490
H -4.8932 1.9032 -4.6427
H -2.9451 1.4344 -1.8275
H -2.5778 4.0367 0.5707
H -0.2574 3.7085 0.3700
H -0.4375 4.3523 -2.5325
H 0.6816 3.1773 -1.7655
H -0.5556 2.4794 -3.8400
H -0.9098 1.6791 -0.2295
S 0.5188 -1.4691 -0.9129
C 0.8324 -2.5534 0.2524
C 0.3614 -1.9089 1.6212
C 0.5060 -2.3132 2.9481
H 0.5598 -3.4431 2.8179
H -0.0813 -1.8646 3.5665
C 1.9214 -1.9130 3.4457
C 3.1427 -2.0898 2.6597
H 3.0397 -1.5063 1.7420
H 4.0047 -1.9536 2.8949
C 3.4139 -3.5236 2.0441
H 2.4706 -4.4154 2.7930
C 2.9127 -3.9300 0.6184
H 3.4119 -3.3522 -0.0172
H 3.0994 -4.8562 0.4224
C 1.2866 -4.1106 0.4038
H 1.2789 -4.3003 -0.5828
H 0.8772 -4.4945 1.1743
H 4.4500 -3.9854 2.2170
H 2.0320 -2.2847 4.3957
H 1.8273 -0.7346 3.7659



--- Q ---
47
Properties=species:S:1:pos:R:3 method="wB97M-V/def2-TZVPD" lumo_ev=0.5 mol_weight_g_mol=358.5 homo_energy_ev=-7.55 smiles="COc1cccc(CNC(=O)c2ccc3c(c2)N(C)CCS3)c1OC"
C -0.1521 0.3490 4.0497
H 0.8218 0.8018 3.8337
O 0.0061 -0.9822 4.5009
C 0.5909 -1.8459 3.5951
C 1.7879 -2.4520 3.9548
C 2.4176 -3.3263 3.0907
C 1.8641 -3.5906 1.8510
C 0.6542 -3.0238 1.4812
C 0.0032 -2.1578 2.3636
O -1.2095 -1.6001 1.9755
C -2.3139 -1.9870 2.7750
H -2.1633 -1.7356 3.8272
H -3.1729 -1.4422 2.3859
H -2.4944 -3.0633 2.6888
C 0.0403 -3.3164 0.1322
N -0.2119 -2.1024 -0.6075
C 0.6179 -1.6562 -1.5818
O 1.5051 -2.3388 -2.0580
C 0.3107 -0.2763 -2.0563
C -0.1020 0.7133 -1.1736
C -0.3779 2.0173 -1.5936
C -0.2296 2.2895 -2.9657
C 0.2094 1.3045 -3.8411
C 0.4916 0.0301 -3.3999
H 0.8404 -0.7329 -4.0765
H 0.3224 1.5642 -4.8829
S -0.5607 3.8603 -3.7084
C -1.3514 4.7076 -2.3114
C -0.6023 4.3657 -1.0340
N -0.8167 2.9781 -0.6960
C -0.9206 2.6549 0.7044
H -1.3877 3.4911 1.2226
H -1.5600 1.7813 0.8359
H 0.0532 2.4588 1.1720
H -0.9841 4.9843 -0.2180
H 0.4662 4.5940 -1.1679
H -1.3079 5.7729 -2.5308
H -2.3906 4.3848 -2.2471
H -0.1666 0.4750 -0.1245
H -0.8873 -1.4760 -0.1988
H -0.9056 -3.8556 0.2597
H 0.7237 -3.9212 -0.4671
H 2.3666 -4.2505 1.1609
H 3.3510 -3.7861 3.3767
H 2.2102 -2.2129 4.9184
H -0.7793 0.4118 3.1567
H -0.6283 0.8866 4.8678



Relative energies, eV: P 14.609; Q 0.000.



--- P ---
14
Properties=species:S:1:pos:R:3 method="wB97M-V/def2-TZVPD" lumo_ev="-3.2 / -6.6" mol_weight_g_mol=86.1 homo_energy_ev="-11.80 / -15.21" spin_multiplicity=3 charge=+1 s2=2.0182
C -1.2871 -0.1278 -0.1801
C 1.5889 0.0458 -0.0207
C -2.6861 0.2316 0.0828
N -0.3843 0.6792 0.0186
N 1.8829 -1.1253 0.3970
N 2.2951 1.0495 -0.3958
H -1.2531 -1.2630 -0.2589
H -3.0231 -0.4660 0.7613
H -2.9035 1.2989 0.1277
H -3.4235 0.0545 -0.7576
H 1.1519 -1.8479 0.7287
H 2.9032 -1.3639 0.6641
H 1.8725 1.9023 -0.4398
H 3.2662 0.9322 -0.7274



--- Q ---
14
Properties=species:S:1:pos:R:3 method="wB97M-V/def2-TZVPD" lumo_ev="-4.0 / -6.5" mol_weight_g_mol=86.1 homo_energy_ev="-11.21 / -14.83" spin_multiplicity=3 charge=+1 s2=2.0070
C 0.9080 1.0095 -0.9943
C -0.1770 -0.0166 0.0889
C -0.9210 -1.1817 -0.4479
N -0.1255 1.9972 -0.6264
N -0.9001 1.2882 -0.0287
N 0.3464 -0.0762 1.4703
H 2.0908 1.1712 -0.8979
H 0.6991 0.7625 -2.0749
H -0.3308 -2.0761 -0.8325
H -1.5262 -0.8893 -1.3915
H -1.5472 -1.7414 0.3018
H -0.2967 -0.4965 2.0581
H 0.4755 0.8852 1.8925
H 1.3049 -0.6359 1.4825



Relative energies, eV: P 0.000; Q 1.650.



--- P ---
58
Properties=species:S:1:pos:R:3 method="wB97M-V/def2-TZVPD" lumo_ev=0.8 mol_weight_g_mol=382.5 homo_energy_ev=-8.62 smiles="Cc1ccccc1[C@H](OC[C@H](O)CN1CCC(C(N)=O)CC1)c1ccccc1"
C -2.6816 -1.7972 2.3534
C -3.4732 -0.6067 1.9037
C -4.7028 -0.3308 2.4864
C -5.4624 0.7549 2.0879
C -4.9968 1.5860 1.0858
C -3.7738 1.3241 0.4958
C -3.0035 0.2422 0.8980
C -1.6767 -0.0298 0.2184
C -1.7958 -1.1784 -0.7629
C -0.8477 -2.1928 -0.7767
C -0.9347 -3.2197 -1.7008
C -1.9676 -3.2385 -2.6220
C -2.9124 -2.2260 -2.6163
C -2.8274 -1.2005 -1.6917
H -3.5644 -0.4117 -1.6845
H -3.7193 -2.2362 -3.3344
H -2.0358 -4.0397 -3.3432
H -0.1931 -4.0052 -1.7008
H -0.0386 -2.1829 -0.0601
O -1.1977 1.0815 -0.5222
C -0.4698 2.0238 0.2325
C 0.2995 2.9052 -0.7590
O -0.5806 3.6264 -1.5827
H -1.1938 2.9841 -1.9624
C 1.2352 2.0193 -1.6054
N 2.0969 1.2114 -0.7663
C 2.3832 -0.1010 -1.3114
C 3.0561 -0.9657 -0.2513
H 2.3918 -1.0808 0.6054
H 3.2629 -1.9568 -0.6586
C 4.3501 -0.3143 0.2316
C 4.9497 -1.0994 1.3903
O 4.2956 -1.7435 2.1776
N 6.2967 -0.9947 1.4923
H 6.8439 -0.4441 0.8562
H 6.7624 -1.4487 2.2606
C 4.0299 1.1062 0.7128
C 3.3204 1.8880 -0.3891
H 4.0002 2.0039 -1.2560
H 3.0680 2.8852 -0.0229
H 3.3735 1.0419 1.5817
H 4.9429 1.6284 1.0067
H 5.0707 -0.2651 -0.5922
H 3.0356 -0.0390 -2.2038
H 1.4395 -0.5627 -1.6111
H 1.7996 2.6579 -2.3033
H 0.5963 1.3562 -2.1936
H 0.8703 3.6552 -0.2032
H -1.1436 2.6398 0.8456
H 0.2516 1.5188 0.8869
H -0.9252 -0.2931 0.9794
H -3.4039 1.9664 -0.2900
H -5.5822 2.4338 0.7617
H -6.4157 0.9480 2.5574
H -5.0723 -0.9809 3.2670
H -2.4765 -2.4602 1.5138
H -1.7256 -1.4894 2.7771
H -3.2276 -2.3530 3.1116



--- Q ---
58
Properties=species:S:1:pos:R:3 method="wB97M-V/def2-TZVPD" lumo_ev=0.7 mol_weight_g_mol=382.5 homo_energy_ev=-8.11 smiles="CCOc1ccc(C(=O)N2CCN(CCc3ccccc3)CC2)cc1OCC"
C -6.0092 -1.9886 -2.3197
C -6.5531 -1.0662 -1.2322
H -7.4533 -1.5051 -0.7922
H -6.8187 -0.0857 -1.6445
O -5.6711 -0.9294 -0.1373
C -4.5431 -0.1600 -0.2488
C -4.2674 0.6591 -1.3379
C -3.1442 1.4648 -1.3753
C -2.2469 1.4574 -0.3197
C -2.5069 0.6379 0.7695
C -3.6305 -0.1790 0.8264
O -3.7520 -0.8880 1.9871
C -4.3905 -2.1528 2.0069
C -3.6971 -3.1711 1.1082
H -2.6436 -3.2463 1.3692
H -4.1628 -4.1450 1.2311
H -3.7763 -2.8735 0.0653
H -5.4466 -2.0643 1.7381
H -4.3145 -2.4613 3.0535
H -1.8486 0.6271 1.6246
C -1.0795 2.3919 -0.3310
O -1.2373 3.5990 -0.3962
N 0.1517 1.8330 -0.2719
C 0.4670 0.4252 -0.2764
H 1.0811 0.2103 -1.1618
C 1.2585 0.0692 0.9963
N 2.4384 0.8909 1.1782
C 3.5733 0.5056 0.3596
H 3.2869 0.1732 -0.6496
C 4.3706 -0.6176 1.0445
C 5.5840 -0.9590 0.2309
C 5.5170 -1.9205 -0.7695
C 6.6234 -2.2082 -1.5490
C 7.8138 -1.5337 -1.3396
C 7.8908 -0.5714 -0.3473
C 6.7826 -0.2857 0.4300
H 6.8473 0.4647 1.2052
H 8.8175 -0.0424 -0.1783
H 8.6787 -1.7585 -1.9462
H 6.5570 -2.9615 -2.3207
H 4.5906 -2.4530 -0.9349
H 4.6577 -0.2750 2.0390
H 3.7362 -1.4979 1.1568
H 4.2306 1.3706 0.2461
C 2.0788 2.2945 1.1285
C 1.3253 2.6735 -0.1543
H 1.9700 2.5269 -1.0295
H 0.9915 3.7114 -0.1228
H 1.4313 2.4972 1.9877
H 2.9811 2.8997 1.2280
H 0.6143 0.2205 1.8678
H 1.5519 -0.9806 0.9653
H -0.4451 -0.1669 -0.3371
H -2.9678 2.1051 -2.2253
H -4.9500 0.6973 -2.1716
H -5.0871 -1.5940 -2.7401
H -6.7437 -2.0891 -3.1139
H -5.8053 -2.9722 -1.9028



Relative energies, eV: P 0.000; Q 1.176.



--- P ---
60
Properties=species:S:1:pos:R:3 method="wB97M-V/def2-TZVPD" lumo_ev=0.2 mol_weight_g_mol=372.4 homo_energy_ev=-9.51 smiles=OCCO.OCCO.OCCO.OCCO.OCCO.OCCO
C 4.1765 2.4488 -2.4081
C 4.8465 1.9081 -1.0881
O 4.9248 0.4875 -1.0632
O 4.1179 3.9197 -2.4254
H 3.2132 1.9067 -2.5729
H 4.7825 2.1920 -3.2112
H 4.2881 2.2664 -0.2743
H 5.8676 2.3094 -1.0613
H 4.0384 0.0279 -0.9183
H 4.8346 4.2009 -3.0474
C -0.2205 -4.5597 0.8571
C -1.5037 -4.6685 1.7588
O -1.3293 -5.8894 2.4791
O -0.4205 -3.5899 -0.1661
H 0.1059 -5.5142 0.3209
H 0.5957 -4.1272 1.3901
H -2.5130 -4.7849 1.1620
H -1.6442 -3.7811 2.4699
H -2.1114 -6.3670 2.6024
H -1.3631 -3.6076 -0.3894
C -3.8727 -1.5995 2.4122
C -3.1286 -0.9452 1.2329
O -2.6935 0.3105 1.6140
O -5.1169 -2.1647 1.9829
H -3.9302 -1.0319 3.3468
H -3.1931 -2.4234 2.7275
H -3.5553 -1.0299 0.2486
H -2.1973 -1.4724 1.1549
H -3.3833 0.9522 1.7874
H -5.1117 -3.1250 2.0518
C 0.8538 -0.5648 1.4313
C 1.2051 0.7736 0.6784
O 2.1569 0.5073 -0.3691
O -0.1231 -0.2375 2.4169
H 1.7088 -1.0440 1.8644
H 0.4647 -1.3824 0.6993
H 1.6664 1.5215 1.3164
H 0.3308 1.2531 0.1568
H 1.8246 -0.0391 -1.1309
H -1.0341 -0.3938 2.1091
C -0.6150 -1.0196 -2.1470
C -0.2492 0.2342 -2.8715
O 1.1545 0.2051 -3.1070
O -1.9515 -1.0878 -1.7428
H -0.0886 -1.1862 -1.2071
H -0.3121 -1.9300 -2.7624
H -0.5604 1.1219 -2.2583
H -0.8461 0.3087 -3.7657
H 1.3613 0.9034 -3.7050
H -2.3959 -1.4229 -2.4719
C 0.3688 4.1367 0.2585
C -0.7695 3.5564 1.1020
O -1.7698 4.5542 1.1398
O 0.0436 5.1702 -0.6586
H 1.0498 3.4554 -0.3442
H 1.0068 4.6407 1.0062
H -0.4846 3.1597 2.0629
H -1.0663 2.6613 0.6168
H -1.5529 5.0148 0.2833
H 0.1194 4.8812 -1.5739



--- Q ---
60
Properties=species:S:1:pos:R:3 method="wB97M-V/def2-TZVPD" lumo_ev=0.1 mol_weight_g_mol=372.4 homo_energy_ev=-9.35 smiles=OCCO.OCCO.OCCO.OCCO.OCCO.OCCO
C 2.4021 3.4113 -2.4949
C 1.0214 3.2774 -3.0837
O -0.0020 3.6511 -2.1456
O 2.5894 4.6575 -1.8549
H 3.0796 3.3622 -3.3584
H 2.6588 2.5609 -1.8554
H 0.8342 2.2139 -3.3010
H 0.8952 3.7459 -4.0647
H -0.8162 3.3765 -2.5832
H 3.5244 4.8691 -1.8214
C 0.2522 -0.8784 0.0406
C 1.0482 -0.9796 -1.2606
O 0.3791 -1.7001 -2.3027
O -0.7163 0.1517 -0.0490
H 0.9969 -0.6154 0.8041
H -0.2462 -1.8096 0.2968
H 2.0274 -1.4315 -1.0740
H 1.1742 0.0391 -1.6335
H 0.3654 -2.6134 -1.9731
H -0.3012 0.9774 -0.3183
C 1.8770 0.2906 5.0033
C 1.9731 1.0283 3.6923
O 0.6599 1.4814 3.2977
O 1.7077 1.1695 6.1074
H 2.7953 -0.2849 5.1257
H 1.0259 -0.3956 4.9804
H 2.2918 0.2900 2.9390
H 2.6759 1.8600 3.6435
H 0.7885 2.0541 2.5347
H 0.7726 1.3189 6.2650
C -2.7807 1.8845 2.6542
C -2.2228 3.0859 3.4007
O -1.5949 2.6823 4.6044
O -3.6798 1.1388 3.4561
H -1.9432 1.2270 2.3882
H -3.2847 2.2168 1.7470
H -2.9944 3.8203 3.6464
H -1.5621 3.6843 2.7546
H -0.7910 2.1949 4.3599
H -3.2016 0.9517 4.2729
C -3.8066 -0.1252 -2.1560
C -2.8450 -0.8088 -3.1188
O -1.6637 -0.0404 -3.2800
O -3.4573 -0.3159 -0.8063
H -4.7696 -0.6166 -2.3363
H -3.9232 0.9344 -2.4035
H -3.3332 -1.0596 -4.0680
H -2.5037 -1.7780 -2.7285
H -0.8763 -0.5439 -3.0159
H -2.5162 -0.1058 -0.7036
C 1.8223 -4.5922 -1.3752
C 2.0573 -5.6614 -2.4158
O 1.7028 -6.9548 -1.9109
O 0.4217 -4.3524 -1.1751
H 2.2992 -3.6763 -1.7487
H 2.2991 -4.7463 -0.4044
H 3.0799 -5.7088 -2.7931
H 1.4715 -5.4364 -3.3147
H 0.7854 -7.1478 -2.1205
H 0.0767 -5.2288 -0.9655



Relative energies, eV: P 2.482; Q 0.000.